Formula: C13H19Cl5OPPtS5
Source: the Open Molecules 2025 dataset
Level of theory: wB97M-V/def2-TZVPD

Geometry as ORCA input:
```
! RIJCOSX wB97M-V def2-TZVPD def2/J DEFGRID3
* xyz 1 1
Pt 0.535 0.527 -0.085
Cl 2.095 3.380 1.245
C 0.497 3.525 0.573
C -0.240 2.403 0.175
C -1.485 2.665 -0.398
Cl -2.473 1.338 -0.927
C -2.006 3.948 -0.533
Cl -3.559 4.192 -1.215
C -1.254 5.038 -0.107
Cl -1.879 6.622 -0.257
C 0.004 4.828 0.452
Cl 0.934 6.179 0.956
S 1.643 -3.484 1.591
S 2.973 -4.697 1.027
S 4.309 -3.546 -0.060
S 3.577 -1.803 -0.007
C -1.158 -2.921 -3.748
C -1.951 -2.697 -2.465
S -0.857 -2.268 -1.128
O -0.400 -0.836 -1.542
C -2.071 -2.085 0.178
C -2.428 -3.434 0.793
H -1.841 -3.096 -4.577
H -0.500 -3.786 -3.659
H -0.551 -2.048 -3.985
H -2.475 -3.601 -2.149
H -2.657 -1.869 -2.557
H -2.934 -1.560 -0.233
H -1.588 -1.432 0.908
H -2.842 -4.122 0.055
H -3.182 -3.288 1.565
H -1.559 -3.909 1.249
C 3.286 0.629 2.338
P 1.548 0.452 1.880
C 0.626 0.975 3.344
C 1.782 1.121 -1.549
H 3.428 1.379 3.117
H 3.890 0.885 1.467
H 3.604 -0.350 2.698
H 1.111 1.778 3.901
H 0.546 0.089 3.977
H -0.380 1.287 3.060
H 1.779 2.205 -1.630
H 1.331 0.651 -2.421
H 2.772 0.736 -1.315
*
```

Values from the calculation:
- ΔE to the lowest compared entry with this formula, charge and spin: 83.0 kcal per mole